[1]
This record from the Open Molecules 2025 dataset describes one molecule with the formula C5H6ClFS. The level of theory is ωB97M-V with the def2-TZVPD basis set.

Structure (XYZ):
```
14
Properties=species:S:1:pos:R:3:forces:R:3:mulliken_charge:R:1
H -0.8845 0.3452 1.4740 1.1 0.0 -0.4 0.26
H -1.1912 -1.8312 -0.0500 0.3 0.2 -0.2 0.38
F 0.2297 -2.4151 -1.3866 0.2 -0.2 -0.2 -0.31
H -1.6783 1.9506 -1.0114 0.1 0.1 0.0 0.13
C -0.3983 -1.4308 -0.6942 -0.6 -0.1 0.6 -0.09
H 0.8557 1.2801 2.8533 0.0 0.1 0.2 0.37
C -0.5892 -0.1277 -1.3692 -0.1 0.3 -0.3 -0.41
H 1.4567 -0.2819 -0.5721 -0.5 0.0 0.2 0.37
Cl 2.7877 0.9474 1.5161 -0.1 0.0 0.0 -0.19
H -0.1162 -0.0735 -2.3424 -0.1 0.1 0.0 0.40
C 0.1713 0.3310 1.0935 -0.5 0.2 0.8 -0.31
S -2.1580 0.7173 -1.1790 0.1 -0.3 -0.1 -0.24
C 0.4147 -0.2658 -0.2304 0.5 -0.1 0.1 -0.01
C 1.1000 0.8546 1.8984 -0.5 -0.3 -0.6 -0.35
```
Forces are in eV/Å.

Properties
E_tot: -31355.9193 eV
2S+1: 1
Total charge: 0
Relative energy (zero: lowest compared OMol25 entry of this formula, charge and spin): 26.75 kcal per mole

[2]
This record from the Open Molecules 2025 dataset describes a 2-piece molecular cluster, C4H9NO2 overall. The level of theory is ωB97M-V with the def2-TZVPD basis set.

Structure (XYZ):
```
16
Properties=species:S:1:pos:R:3:forces:R:3:mulliken_charge:R:1
H 0.0614 0.4940 -1.6623 0.8 -1.1 0.1 0.50
H -0.3034 -1.7382 0.5460 0.2 -0.7 0.3 0.29
C -1.5094 0.1524 -0.2890 0.6 0.6 1.0 -0.42
N 2.3391 -0.1089 -0.6997 -0.8 0.8 0.6 -0.43
C -0.1465 -0.1928 -0.8200 -3.1 -2.7 -0.8 0.14
H -1.5043 0.1049 0.8257 -0.3 0.2 -0.2 0.27
H 2.8444 -0.9514 -0.9260 0.1 0.0 -0.5 0.26
H -2.1840 -0.6731 -0.5849 -0.1 0.1 -0.1 0.36
O -1.9459 1.3432 -0.7358 -0.3 0.1 0.1 -0.28
C 1.2112 -0.2514 0.1006 5.9 0.0 3.8 0.91
C 0.3584 -1.5136 -0.2695 -2.9 3.3 -2.3 -0.91
O 1.1969 0.1903 1.2635 -1.5 0.0 -2.0 -0.38
H 2.8918 0.6775 -0.3623 0.3 -0.4 -0.1 0.29
H 0.7281 -2.2486 -0.9578 1.1 -0.1 0.1 0.38
H -1.7721 2.5876 2.1354 0.1 0.1 -0.1 -0.02
H -2.2656 2.1282 2.4360 -0.1 -0.1 0.1 0.03
```
Forces are in eV/Å.

Properties
E_tot: -9864.6065 eV
2S+1: 2
Total charge: +1
Relative energy (zero: lowest compared OMol25 entry of this formula, charge and spin): 152.10 kcal per mole
⟨S²⟩: 0.75

[3]
This record from the Open Molecules 2025 dataset describes a 5-piece molecular cluster, CH12O4S overall. The level of theory is ωB97M-V with the def2-TZVPD basis set.

Structure (XYZ):
```
18
Properties=species:S:1:pos:R:3:forces:R:3:mulliken_charge:R:1
O 4.0622 4.4029 1.7952 0.0 0.1 -0.2 -0.68
H -0.0249 -5.2824 -0.4757 -0.2 0.0 -0.2 0.47
H -2.1352 1.8670 1.1826 0.5 -0.4 -0.3 0.49
H -1.6648 -0.8143 0.1465 0.0 0.1 0.1 0.52
C 0.8557 -5.5237 -1.0676 0.0 -0.7 -0.2 -1.09
H -2.1500 5.4831 0.5454 0.5 -0.8 -0.4 0.31
H -2.5151 0.1710 -0.6403 0.2 0.0 0.1 0.51
H -1.1946 4.2414 0.3193 -0.7 0.0 0.3 0.38
O -1.4586 2.5232 1.3951 0.8 0.6 0.5 -1.19
H -0.8871 -6.2043 -2.5782 0.5 -0.1 -0.1 0.16
O -1.8090 4.8525 -0.1192 -0.1 1.0 0.0 -0.74
S 0.4445 -6.4766 -2.6007 -0.6 0.3 0.5 -0.38
H 4.7712 4.9479 1.4303 -0.2 -0.1 0.0 0.32
H -0.5913 2.0929 1.2770 -0.9 -0.2 0.0 0.39
H 3.3757 4.3794 1.1134 0.2 0.0 0.2 0.34
H 1.4648 -6.2019 -0.4508 0.1 0.6 -0.3 0.25
H 1.3384 -4.6024 -1.3751 0.2 0.0 0.3 0.35
O -1.8818 0.1444 0.1029 -0.3 -0.2 -0.2 -1.41
```
Forces are in eV/Å.

Properties
E_tot: -20255.8789 eV
2S+1: 2
Total charge: -1
Relative energy (zero: lowest compared OMol25 entry of this formula, charge and spin): 4.52 kcal per mole
⟨S²⟩: 0.75

[4]
This record from the Open Molecules 2025 dataset describes C37H28Cl2HgN7O3S2 as an isolated structure. The level of theory is ωB97M-V with the def2-TZVPD basis set.

Structure (XYZ):
```
80
Properties=species:S:1:pos:R:3:forces:R:3:mulliken_charge:R:1
H 1.6369 -3.7398 5.4377 0.0 0.0 0.0 0.22
C -3.0078 -2.5033 2.3450 0.0 0.1 0.0 -1.38
H -0.1703 -5.2268 -2.6526 0.0 0.0 0.0 0.42
C 3.0094 -3.5407 2.4639 -0.1 0.1 0.1 -0.11
H -4.3885 -2.4188 -3.8304 0.0 0.0 0.0 0.39
C 2.8250 0.8084 0.9834 0.0 0.1 0.0 0.56
H 1.1658 -0.1614 -3.3212 0.0 0.0 0.0 0.10
H 4.9357 0.5852 1.1400 0.0 0.0 0.0 0.48
N 1.7472 1.7991 -0.9447 0.1 0.0 0.0 0.72
C -1.8009 3.8216 2.7405 0.0 0.0 0.0 -1.07
C -0.7186 -2.5472 -0.6743 0.0 0.1 -0.1 0.51
C -2.0474 1.1023 2.2289 0.1 -0.1 -0.1 0.69
C 3.8976 -0.1207 2.9069 -0.1 0.1 -0.1 -0.33
C 0.7687 -3.3061 -2.8415 0.0 -0.1 0.0 -0.83
C -3.8473 -0.4766 -1.1288 0.0 0.0 0.0 -0.17
C -1.4930 -2.0887 0.5312 0.0 0.1 0.1 0.13
C 0.8349 -2.0236 -2.3129 0.1 0.1 -0.1 0.11
C 1.7469 -0.9824 -2.8943 -0.1 0.0 0.1 -1.19
C -2.9443 -1.1847 2.6804 0.0 -0.1 0.0 -0.95
C 1.6152 2.6467 -2.0371 0.0 -0.1 0.0 -0.03
C -2.9761 -0.8093 -3.6705 0.0 0.0 -0.1 -0.57
C -0.0935 -4.2193 -2.2633 0.0 0.1 0.0 -0.96
C 2.5468 3.6399 -2.3578 0.0 0.0 0.0 -1.00
O -1.3250 1.1979 -4.6054 -0.1 0.1 0.1 -0.79
C 1.5332 0.0752 2.7281 -0.1 -0.1 0.0 -0.21
C -3.9717 -1.6436 -3.1986 0.0 0.0 0.1 -0.39
Cl 0.8570 5.5503 -5.4646 0.0 0.0 0.0 -0.27
H -1.6821 4.8838 2.9127 0.0 0.0 0.0 0.39
H -1.5090 -4.5522 -0.7036 0.0 0.0 0.0 0.37
C -2.4524 0.1655 -2.8233 0.0 0.0 0.1 0.59
H 2.9911 -4.7907 4.9180 0.0 0.0 0.0 0.31
H 2.5218 -0.6751 4.4732 0.0 -0.1 0.0 0.45
H -0.7202 3.8145 -0.3556 0.0 0.0 0.0 0.09
N -1.4110 -0.7988 0.8637 -0.1 -0.1 0.1 0.94
O 4.0522 1.8789 -0.7316 0.0 0.0 0.0 -0.83
C 0.4227 2.5562 -2.8201 0.0 -0.1 0.0 -0.35
N -0.5449 1.6131 -2.4596 -0.1 0.1 -0.1 0.22
Hg -0.1753 0.6923 -0.3508 0.0 0.3 -0.1 3.62
H 3.2719 -3.0693 5.1444 0.0 0.1 0.0 0.34
H -2.5808 -0.8834 -4.6742 0.0 0.0 0.0 0.44
C 2.3294 4.5295 -3.3960 -0.1 0.0 0.0 0.02
C -1.3697 1.0883 -3.3683 0.3 -0.2 -0.1 -0.49
H 2.3745 -0.5617 -2.1087 0.0 0.0 0.0 -0.01
H -2.3030 -4.0313 0.9916 0.0 0.0 0.0 0.40
H -3.2336 1.0593 4.0592 0.0 0.0 0.0 0.30
H -3.0190 3.4528 4.4917 0.0 0.0 0.0 0.39
C -0.3830 4.0047 0.6663 0.0 -0.1 0.0 -1.07
H 0.6603 3.6848 0.7190 0.0 0.0 0.0 0.10
S 2.3014 -3.2881 0.9660 0.0 0.0 0.0 -0.22
H -5.2064 -2.0996 -1.4829 0.0 0.0 0.0 0.39
C -2.6744 1.6769 3.3709 0.0 0.0 0.1 -1.53
H -3.6252 -3.1844 2.9188 0.0 0.0 0.0 0.39
C -2.2715 -2.9831 1.2423 0.0 -0.1 0.0 -0.92
N -1.3296 1.9123 1.3906 -0.2 -0.1 0.2 0.44
C 2.9215 1.5545 -0.3465 -0.1 0.0 -0.1 -0.57
C -1.2091 3.2137 1.6421 0.0 0.1 -0.1 0.73
C 2.6439 -0.2706 3.4775 0.0 0.0 0.0 -0.88
H 1.3919 -3.5776 -3.6838 0.0 0.0 0.0 0.44
H -0.4417 5.0730 0.8737 0.0 0.0 0.0 0.45
C 1.1691 4.4475 -4.1456 0.1 0.0 0.0 -0.05
C -2.5486 3.0159 3.6176 0.1 -0.1 -0.1 -0.45
S 4.6553 -3.7240 2.7955 0.0 -0.1 0.1 -0.43
H -3.5267 -0.8185 3.5130 0.0 0.0 0.0 0.36
C -2.1270 -0.2950 1.9295 0.1 0.1 -0.1 -0.19
H -4.1599 -0.3193 -0.1002 0.0 0.0 0.0 0.51
N -2.8811 0.3236 -1.5742 0.0 0.0 0.0 -0.07
N 0.0871 -1.6674 -1.2670 -0.1 -0.1 0.2 0.75
H -0.6580 3.3997 -4.4619 0.0 0.0 0.0 0.54
Cl 3.5483 5.7330 -3.7388 0.0 0.0 0.0 -0.27
C 2.5347 -3.8045 4.8209 0.0 0.0 -0.1 -0.86
C 3.9895 0.4317 1.6388 0.1 0.0 0.0 -0.89
N 1.6224 0.6038 1.5141 0.1 0.0 0.0 0.33
O 2.0986 -3.5650 3.4946 0.1 0.0 0.0 -0.18
H 4.7855 -0.4411 3.4343 0.0 0.0 0.0 0.41
H 0.5292 -0.0875 3.1103 0.0 0.0 0.0 0.25
C 0.2335 3.4676 -3.8600 0.0 0.0 0.1 -0.49
C -0.8467 -3.8399 -1.1693 0.0 -0.1 0.0 -0.62
C -4.4258 -1.4733 -1.8970 0.0 0.0 0.0 -0.83
H 2.3831 -1.4090 -3.6688 0.0 0.0 0.0 0.55
H 3.4609 3.6998 -1.7903 0.0 0.0 0.0 0.57
```
Forces are in eV/Å.

Properties
E_tot: -106290.9189 eV
2S+1: 2
Total charge: -2
⟨S²⟩: 0.77

[5]
This record from the Open Molecules 2025 dataset describes a 9-piece molecular cluster, C25H54Cl4N6O9 overall. The level of theory is ωB97M-V with the def2-TZVPD basis set.

Structure (XYZ):
```
98
Properties=species:S:1:pos:R:3:forces:R:3:mulliken_charge:R:1
H -5.2206 2.4414 22.9805 0.2 0.3 0.2 -0.26
C -0.5836 -2.3050 14.9996 -0.7 -0.9 0.7 -0.52
C -1.0455 9.8944 16.6668 -0.9 -0.1 0.1 -0.87
H -2.3810 0.7052 16.9692 0.1 0.2 0.3 -0.31
H -5.8154 4.1639 21.6026 0.1 -0.7 -0.4 -0.01
H -6.3455 -2.4216 23.7934 0.0 0.0 0.0 0.25
H -2.7671 8.8218 17.1239 -0.2 -0.7 0.2 0.27
C -0.1276 1.1558 19.9398 0.8 0.3 -0.3 -0.94
O -6.2719 -0.1400 25.3806 0.1 0.5 -0.5 -0.64
H -6.5939 4.7683 15.9218 0.3 0.0 0.3 0.25
C -4.9321 1.6754 23.6989 -0.5 0.3 0.4 -0.36
H -8.8335 -1.2322 10.5958 0.4 0.1 -0.1 0.32
O -3.6719 0.8324 18.6080 0.6 -0.5 0.4 -0.30
N 0.7065 3.4196 19.5690 1.1 1.0 0.0 -0.19
C -8.4089 -1.9507 11.3127 -1.4 0.9 -1.1 -0.95
C -6.2068 -0.4019 14.0183 -0.6 -1.1 0.2 -0.26
H -5.4572 -0.9199 17.4352 0.1 -0.1 0.2 -0.07
C 0.0419 2.3853 19.0463 -0.8 -1.4 -0.5 0.82
Cl -1.0063 -1.4099 16.4755 0.1 0.3 0.4 -0.10
N -6.9853 3.4637 13.8644 0.3 -0.6 -1.1 -0.10
C 1.0452 4.6270 18.8176 -0.7 0.2 -0.5 -1.00
H 0.6385 5.5097 19.3090 0.3 0.0 0.2 0.29
H -6.1430 0.6734 13.8736 -0.3 0.1 0.3 0.01
H -4.1450 4.6429 19.8635 0.4 0.5 -0.1 -0.38
H -7.7330 -2.5755 10.7425 0.4 0.0 0.5 0.34
H -7.5279 3.6172 11.8701 0.5 0.1 0.0 0.33
C -6.9492 0.1331 18.5399 0.2 -1.5 -0.5 -0.72
H -3.8412 1.6395 23.7349 0.0 -0.6 -0.4 0.28
C -6.5527 -2.3071 18.4552 -0.9 -0.1 0.1 0.74
H -1.0490 1.2818 20.5050 0.0 -0.2 0.2 0.12
H 0.2661 -1.8000 14.5544 -0.1 -0.1 -0.3 0.32
H -1.6860 5.9666 18.4616 -0.1 0.3 0.2 0.16
H -0.3320 9.8837 15.8476 -0.2 -0.6 -0.2 0.27
H -7.9736 0.0371 18.1799 -0.1 0.7 0.0 0.38
H -1.8407 5.4082 16.8892 0.1 0.4 -0.5 0.01
Cl -5.3423 6.3136 18.6412 0.0 -0.2 0.3 -0.26
C -6.0553 4.6297 20.6464 -1.5 1.5 1.2 -0.44
Cl -3.1491 -3.2823 14.7213 -0.7 -0.4 0.7 -0.13
O -0.4822 2.3891 17.9358 -0.1 0.4 0.2 -0.66
C -6.5382 -1.1002 12.7110 1.1 0.9 -0.1 0.56
H -6.9888 0.1305 19.6273 0.2 0.1 0.0 0.22
O -5.4793 4.9211 12.9102 -0.5 -0.7 -0.8 -0.62
H -7.2641 -1.5085 22.5766 0.6 0.1 -0.1 0.21
O -3.5478 3.0274 18.5047 -0.2 -0.1 0.5 0.30
C -7.3200 2.8368 12.6106 -1.4 0.6 -1.2 -1.09
H -4.4399 2.8678 16.6142 0.1 0.3 0.1 -0.27
H -7.3931 3.0839 14.6959 0.2 0.3 0.3 0.25
H -8.5079 -0.6519 12.9371 0.0 -0.1 0.3 0.23
H -4.8406 4.6926 15.6751 0.1 -0.1 -0.2 -0.06
N -6.2497 -1.0572 18.0371 0.5 0.3 0.1 0.25
H -0.3422 -3.3043 15.3620 0.4 0.1 -0.2 0.32
H -5.2589 -0.7819 14.3951 0.1 0.1 -0.3 -0.15
H -5.5526 -4.2219 18.6683 -0.4 -0.2 -0.1 0.34
H -6.6208 2.1497 12.1330 0.3 0.0 0.5 0.34
C -1.7983 -2.3925 14.1015 1.2 0.9 -1.1 -0.51
N -1.8024 8.6527 16.9189 1.5 1.2 -0.3 -0.21
O -7.5493 -2.4777 19.1483 0.5 -0.3 0.0 -0.69
H -7.9495 -1.7862 24.0904 0.2 0.4 0.7 0.33
H -1.8562 10.5812 16.4224 0.5 0.6 0.1 0.34
H -6.9659 -0.7847 14.7081 0.0 0.9 0.4 0.39
C -3.3627 1.0767 17.2460 -0.5 0.2 -0.6 1.18
H -5.9684 -3.7244 16.9609 0.0 -0.3 0.1 0.23
H -5.3080 0.1914 22.3753 -0.7 -0.7 -0.1 0.19
O -5.6257 -1.4312 11.9794 -0.4 -0.7 -0.4 -0.64
O 0.0210 7.3254 16.7550 0.2 0.4 0.4 -0.66
N -7.8608 -1.2375 12.4407 0.1 -0.6 0.0 -0.19
N -5.6500 0.4728 23.2804 1.3 0.9 0.0 -0.07
C -6.2739 -0.3325 24.1705 -0.5 -0.9 0.9 0.71
O -3.8354 1.9830 20.5029 0.6 0.5 0.4 -0.59
H -5.2206 1.9380 24.7149 -0.3 0.1 -0.1 0.38
Cl -6.8667 3.5759 19.4592 0.6 -0.4 0.2 -0.14
C -1.1512 7.4778 17.0515 -0.6 -1.1 -0.7 0.30
H 1.3522 3.2353 20.3189 -0.4 -0.2 0.2 0.26
H 2.1130 4.7276 18.6397 0.1 0.0 0.3 0.35
H -5.7312 6.1500 15.3170 0.0 0.0 -0.6 0.39
H -0.4931 10.2142 17.5498 -0.1 0.1 0.1 0.27
C -5.7728 5.0658 15.2573 -1.1 -0.8 0.3 -0.56
H -8.3144 2.3837 12.6424 0.2 -0.4 0.5 0.38
H -1.5286 -2.9052 13.1775 0.1 0.2 0.0 0.37
H -4.4451 6.1921 20.7538 -0.3 -0.4 0.7 0.55
C -6.9875 -1.5536 23.6366 -0.3 -0.4 -1.1 -0.97
C -3.6238 1.9696 19.3306 -1.5 -0.4 -1.0 0.21
C -3.5241 2.5899 17.1276 1.3 0.2 0.7 0.21
H 0.7378 1.0122 20.5910 -0.2 0.2 0.3 0.47
H -6.8705 5.3191 20.8792 0.2 0.1 0.1 0.45
C -4.8731 5.3954 20.1599 0.2 -0.4 -2.0 0.16
H -2.6011 3.0669 16.7980 -0.4 -0.1 -0.9 0.23
H -3.0723 6.5275 17.5025 0.1 0.0 0.0 -0.16
H -4.1111 0.5785 16.6248 0.1 -0.1 0.1 -0.64
C -2.0065 6.3137 17.4755 -0.1 -0.6 0.5 0.24
H 0.5724 4.6331 17.8379 0.0 -0.4 0.0 0.34
C -6.0717 4.4671 13.8646 1.1 1.6 1.9 0.55
H -4.6406 -2.9715 17.8473 0.1 -0.2 -0.2 0.23
H -2.0901 -1.3664 13.8731 -0.3 -0.2 -0.2 0.29
C -5.6348 -3.4148 17.9490 0.3 1.1 0.2 -0.98
H -6.3610 0.9594 18.1544 -0.5 0.4 0.1 0.00
H -0.1494 0.2589 19.3250 -0.4 0.1 -0.2 0.16
H -9.3240 -2.4893 11.5715 0.4 -0.5 0.5 0.32
```
Forces are in eV/Å.

Properties
E_tot: -104260.6970 eV
2S+1: 1
Total charge: 0
Relative energy (zero: lowest compared OMol25 entry of this formula, charge and spin): 0.00 kcal per mole

Number 1: F_max 1.2 eV/A. Number 2: F_max 7.0 eV/A. Number 3: F_max 1.1 eV/A. Number 4: F_max 0.4 eV/A. Number 5: F_max 2.7 eV/A.